The following is a DFT calculation (wB97M-V/def2-TZVPD) of a structure of composition C19H31Br2N7OSV in a non-equilibrium geometry.

Its net charge is +2. The orbital gap (spin up / spin down) is 7.146 / 7.237 eV. As for the spin multiplicity: 4. The value obtained for the total energy is -7691.010626 a.u. As for the HOMO energy (spin up / spin down): -13.1 / -13.3 eV.

Each line ends with the natural charge from an NBO analysis.
Atoms and positions in Å:
Br (-2.973, 3.932, -5.707)  0.199
Br (-3.190, -3.834, -5.660)  0.196
V (-0.735, 0.026, -0.746)  1.231
S (2.157, 0.262, 2.063)  -0.460
O (1.361, 0.014, -1.398)  -0.734
N (3.757, -0.052, 4.243)  -0.380
N (-0.546, -1.448, 0.917)  -0.884
N (4.782, 0.664, 2.456)  -0.574
N (-0.589, 1.653, 0.807)  -0.875
N (-2.780, 0.063, -0.012)  -0.660
N (-1.127, 1.341, -2.336)  -0.535
N (-1.282, -1.312, -2.270)  -0.537
C (5.149, 0.076, 4.680)  -0.219
C (-1.931, -0.716, -3.294)  0.238
C (-1.703, -3.444, -3.287)  -0.241
C (3.601, 0.287, 2.967)  0.375
C (-1.168, -2.644, -2.297)  0.060
C (-2.205, 2.894, -4.373)  -0.036
C (-2.520, -1.443, -4.314)  -0.249
C (-3.014, -1.153, 0.809)  -0.229
C (5.847, 0.698, 3.456)  -0.227
C (-1.369, 3.465, -3.425)  -0.251
C (-2.446, 1.527, -4.325)  -0.234
C (-3.044, 1.354, 0.673)  -0.229
C (2.751, -0.608, 5.120)  -0.410
C (2.298, -1.083, -1.357)  -0.244
C (-2.412, -2.827, -4.306)  -0.044
C (-1.875, 1.795, 1.537)  -0.235
C (-1.870, 0.777, -3.315)  0.145
C (-0.868, 2.651, -2.430)  0.068
C (-1.821, -1.520, 1.680)  -0.234
H (-3.903, -1.033, 1.433)  0.220
H (6.174, 1.720, 3.645)  0.215
H (0.211, -1.173, 1.548)  0.424
H (-1.739, -0.853, 2.535)  0.209
H (-3.216, -1.966, 0.108)  0.213
H (-0.224, 3.070, -1.667)  0.206
H (1.778, -0.497, 4.650)  0.234
H (1.437, 0.462, -2.248)  0.488
H (2.295, -1.448, -0.334)  0.213
H (-3.047, -0.954, -5.118)  0.248
H (0.169, 1.511, 1.477)  0.424
H (-1.571, -4.515, -3.256)  0.262
H (5.553, -0.904, 4.937)  0.214
H (6.702, 0.110, 3.131)  0.221
H (-0.282, -2.381, 0.614)  0.382
H (5.202, 0.712, 5.564)  0.221
H (4.821, 1.131, 1.568)  0.424
H (-3.068, 1.069, -5.078)  0.249
H (-0.357, 2.542, 0.373)  0.379
H (-1.977, -2.521, 2.083)  0.225
H (-3.217, 2.093, -0.112)  0.212
H (-2.036, 2.827, 1.854)  0.225
H (2.950, -1.665, 5.310)  0.211
H (-3.438, 0.011, -0.784)  0.391
H (-1.120, 4.516, -3.451)  0.264
H (2.000, -1.864, -2.057)  0.179
H (3.296, -0.723, -1.597)  0.207
H (2.761, -0.071, 6.068)  0.218
H (-1.815, 1.201, 2.447)  0.208
H (-0.620, -3.096, -1.479)  0.205
H (-3.954, 1.295, 1.276)  0.220

Atomic forces in eV per Å
Br -0.07 0.10 -0.14
Br -0.07 -0.08 -0.13
V 0.70 0.05 0.99
S 0.12 -0.03 -0.01
O -0.21 0.09 -0.04
N -0.06 -0.03 0.06
N 0.02 -0.10 -0.02
N -0.04 0.01 -0.04
N 0.03 0.08 -0.07
N -0.22 -0.01 0.18
N -0.20 0.27 -0.69
N -0.22 -0.26 -0.58
C 0.00 0.02 -0.02
C 0.08 0.11 0.00
C 0.02 0.03 0.05
C -0.17 0.00 -0.01
C -0.04 0.01 0.10
C 0.05 -0.09 0.10
C -0.03 -0.01 0.02
C 0.01 0.06 -0.08
C -0.02 -0.01 0.01
C 0.02 -0.01 0.04
C -0.01 0.01 0.01
C 0.02 -0.06 -0.07
C 0.06 0.04 -0.04
C -0.06 0.06 0.05
C 0.04 0.07 0.08
C 0.11 0.00 0.05
C 0.07 -0.14 0.01
C -0.08 -0.02 0.12
C 0.11 0.00 0.05
H -0.01 -0.04 0.01
H -0.01 0.01 0.01
H 0.01 0.02 0.00
H -0.01 0.01 -0.02
H 0.02 -0.01 0.00
H -0.01 0.01 -0.01
H 0.00 -0.01 0.01
H 0.10 -0.02 0.00
H 0.03 -0.02 0.00
H 0.01 -0.03 -0.02
H 0.02 -0.06 -0.01
H -0.01 -0.01 -0.01
H -0.01 -0.01 -0.02
H 0.02 0.02 0.01
H -0.06 0.01 -0.02
H 0.02 -0.01 0.01
H 0.04 -0.02 0.00
H 0.01 0.02 -0.02
H -0.04 -0.01 0.00
H -0.04 0.02 0.04
H 0.01 0.01 0.00
H -0.04 -0.01 0.03
H -0.01 -0.01 0.01
H 0.02 0.01 -0.01
H -0.01 0.01 -0.01
H 0.02 -0.02 0.01
H 0.01 -0.02 0.00
H -0.02 -0.01 0.01
H -0.01 0.00 -0.02
H 0.00 -0.01 -0.01
H -0.01 0.04 0.01

=====

The following is a DFT calculation (wB97M-V/def2-TZVPD) of a structure of composition C16H44B3CaO4 in a non-equilibrium geometry.

Its net charge is -1. The orbital gap is 4.332 eV. Its energy relative to the best compared isomer or geometry (same formula, charge and spin) is 806.7 kJ/mol. The value obtained for the total energy is -1688.603630 a.u. As for the HOMO energy: -5.5 eV.

Each line ends with the natural charge from an NBO analysis.
Atoms and positions in Å:
Ca (-20.186, -2.475, -5.636)  1.826
O (-19.585, -7.088, -7.318)  -0.548
O (-9.594, -0.127, -4.334)  -0.536
O (-17.206, 4.489, -1.878)  -0.537
O (-22.427, -5.018, -1.835)  -0.534
C (-10.525, -1.761, -5.795)  -0.427
C (-10.798, -0.849, -4.554)  -0.064
C (-8.495, -0.699, -5.031)  -0.073
C (-18.317, -7.487, -7.840)  -0.081
C (-21.781, -5.182, -0.568)  -0.074
C (-23.613, -5.721, -1.865)  -0.068
C (-22.701, -6.011, 0.267)  -0.428
C (-15.117, 4.110, -0.921)  -0.434
C (-15.883, 4.368, -2.284)  -0.059
C (-17.383, 4.006, -0.578)  -0.056
C (-16.046, 3.194, -0.230)  -0.446
C (-19.889, -9.191, -8.206)  -0.442
C (-18.732, -8.502, -8.859)  -0.427
C (-8.993, -1.935, -5.759)  -0.442
C (-20.437, -8.179, -7.177)  -0.063
C (-23.510, -6.712, -0.809)  -0.428
B (-16.813, -2.330, -3.646)  -0.868
B (-21.474, 1.430, -4.319)  -0.890
B (-18.543, -0.852, -9.450)  -0.837
H (-22.168, -6.644, 0.976)  0.221
H (-21.620, 2.284, -3.675)  0.042
H (-15.931, 3.513, -2.959)  0.175
H (-11.112, -2.670, -5.658)  0.222
H (-22.186, 1.628, -5.104)  -0.022
H (-21.751, 0.581, -3.714)  -0.047
H (-14.115, 3.832, -1.248)  0.211
H (-11.627, -0.191, -4.815)  0.187
H (-24.462, -7.131, -0.484)  0.215
H (-15.763, 3.034, 0.811)  0.210
H (-17.128, -3.282, -4.044)  -0.055
H (-8.720, -2.090, -6.803)  0.212
H (-20.659, -9.372, -8.956)  0.210
H (-10.890, -1.191, -6.649)  0.208
H (-8.104, -0.035, -5.802)  0.175
H (-24.439, -5.120, -1.482)  0.148
H (-14.959, 5.057, -0.406)  0.192
H (-17.633, -6.801, -8.340)  0.208
H (-17.932, -9.175, -9.166)  0.216
H (-8.568, -2.789, -5.232)  0.200
H (-22.919, -7.602, -1.027)  0.195
H (-18.270, 3.384, -0.453)  0.195
H (-16.665, -1.687, -4.500)  -0.019
H (-19.095, -0.195, -8.796)  -0.018
H (-19.271, -0.898, -10.245)  -0.020
H (-23.367, -5.407, 0.885)  0.199
H (-23.898, -6.003, -2.879)  0.188
H (-21.499, -4.238, -0.102)  0.197
H (-7.817, -1.088, -4.271)  0.174
H (-21.465, -7.823, -7.256)  0.184
H (-16.034, 2.232, -0.741)  0.219
H (-11.119, -1.440, -3.696)  0.165
H (-17.706, -7.790, -6.990)  0.166
H (-18.372, -1.789, -8.943)  -0.065
H (-15.507, 5.205, -2.872)  0.173
H (-20.871, -5.747, -0.768)  0.172
H (-20.274, -8.518, -6.154)  0.160
H (-20.456, 1.428, -4.679)  -0.020
H (-17.643, -1.987, -3.047)  -0.036
H (-17.442, 4.938, -0.014)  0.157
H (-19.595, -10.173, -7.833)  0.211
H (-15.939, -2.498, -3.036)  0.024
H (-19.013, -7.959, -9.761)  0.210
H (-17.584, -0.439, -9.724)  -0.001

Atomic forces in eV per Å
Ca 1.71 1.74 0.29
O 0.79 3.15 -0.44
O -0.21 0.38 0.02
O -1.59 0.56 -0.73
O 1.29 1.33 -0.62
C -0.30 0.39 1.92
C -0.08 -0.70 -1.27
C -0.53 -0.74 -0.33
C 0.34 -0.49 0.39
C 0.80 -0.15 -0.28
C -1.59 0.88 -0.04
C -0.97 0.35 0.93
C 1.27 1.10 -3.02
C 0.64 -0.77 0.96
C 1.20 -0.62 1.12
C -0.90 0.48 -0.19
C -1.67 -0.80 -0.75
C 0.93 -0.35 -0.41
C -0.88 -0.71 -0.74
C 1.28 -0.78 0.55
C 0.46 -3.40 1.43
B -0.51 0.56 -0.41
B 0.20 -0.47 -0.90
B -0.27 0.18 -0.08
H -0.03 -0.26 -0.29
H -0.26 3.27 2.89
H 1.02 -0.40 -0.01
H 0.14 -0.09 -0.41
H -2.79 0.34 -3.41
H -1.16 -4.05 2.56
H 0.14 -0.80 0.54
H 0.17 0.37 0.29
H -0.14 0.34 0.15
H -0.57 0.16 0.13
H -1.40 -4.67 -1.94
H 0.68 0.49 0.02
H -0.09 -0.25 -0.01
H 0.36 -0.37 -0.31
H 0.41 0.56 0.66
H -0.34 0.85 -0.40
H -0.36 0.14 0.13
H -0.99 1.27 0.17
H 0.03 -0.11 0.16
H -0.81 -0.40 0.07
H 0.12 -0.13 -0.75
H -0.10 0.20 -0.32
H 0.78 2.74 -3.21
H -1.93 3.02 3.18
H -2.56 -0.83 -3.49
H -0.01 0.33 -0.03
H 0.38 -0.36 0.03
H -0.19 0.17 -0.31
H 0.68 0.81 -0.21
H 0.01 -0.25 -0.41
H -0.29 -0.08 0.06
H 0.34 0.02 0.29
H 0.02 -0.91 0.08
H 0.61 -4.58 2.09
H -0.25 0.38 0.28
H 0.26 0.09 0.06
H -0.37 -0.56 0.21
H 4.09 -0.17 -1.45
H -3.43 1.74 2.65
H -0.22 -0.36 1.03
H -0.13 0.18 0.46
H 3.32 -0.63 2.27
H -0.20 0.04 0.04
H 3.63 1.64 -0.97